one | {
  "formula": "C3H6O2",
  "method": "ωB97M-V with the def2-TZVPD basis set",
  "elements": ["C", "C", "O", "C", "O", "H", "H", "H", "H", "H", "H"],
  "coordinates": [[0.226, 1.253, -0.185], [0.173, -0.274, 0.212], [1.104, -1.097, -0.451], [-1.183, -0.912, -0.047], [-2.130, -0.165, -0.259], [1.306, 1.624, 0.001], [-0.076, 1.385, -1.229], [-0.489, 1.777, 0.414], [0.290, -0.406, 1.338], [1.989, -1.105, 0.200], [-1.210, -2.080, 0.005]],
  "homo_energy_ev": -9.907,
  "gap_ev": 10.28,
  "smiles": "C[C@H](O)C=O"
}

---

two | {
  "formula": "C3H6O2",
  "method": "ωB97M-V with the def2-TZVPD basis set",
  "elements": ["C", "C", "O", "C", "O", "H", "H", "H", "H", "H", "H"],
  "coordinates": [[1.721, -1.305, -0.093], [0.946, -0.234, -0.011], [-0.355, -0.311, 0.384], [-1.248, 0.602, -0.231], [-2.237, 0.974, 0.661], [2.774, -1.194, -0.324], [1.315, -2.292, 0.093], [1.327, 0.769, -0.213], [-1.757, 0.117, -1.071], [-0.673, 1.464, -0.608], [-1.812, 1.410, 1.412]],
  "homo_energy_ev": -9.249,
  "gap_ev": 10.15,
  "smiles": "C=COCO"
}

---

Decreasing stability: two, one

---

one | {
  "formula": "C3H6O2",
  "method": "ωB97M-V with the def2-TZVPD basis set",
  "elements": ["O", "C", "C", "C", "O", "H", "H", "H", "H", "H", "H"],
  "coordinates": [[-0.159, 2.114, -1.361], [-0.334, 1.448, -0.366], [-0.589, -0.052, -0.409], [0.162, -0.844, 0.662], [1.551, -0.635, 0.559], [-0.313, 1.858, 0.683], [-0.245, -0.384, -1.418], [-1.642, -0.229, -0.339], [-0.052, -0.448, 1.671], [-0.184, -1.903, 0.679], [1.804, -0.926, -0.362]],
  "homo_energy_ev": -9.957,
  "gap_ev": 10.83,
  "smiles": "O=CCCO"
}

---

two | {
  "formula": "C3H6O2",
  "method": "ωB97M-V with the def2-TZVPD basis set",
  "elements": ["C", "O", "C", "C", "O", "H", "H", "H", "H", "H", "H"],
  "coordinates": [[-1.261, 0.993, 0.343], [-0.966, -0.485, -0.463], [0.314, -0.938, -0.070], [1.429, 0.082, -0.295], [2.390, 0.183, 0.422], [-0.910, 0.806, 1.382], [-0.811, 0.686, -0.789], [-2.356, 1.030, 0.393], [0.548, -1.817, -0.687], [0.300, -1.235, 0.983], [1.323, 0.695, -1.218]],
  "homo_energy_ev": -9.274,
  "gap_ev": 10.08
}

---

three | {
  "formula": "C3H6O2",
  "method": "ωB97M-V with the def2-TZVPD basis set",
  "elements": ["C", "C", "C", "H", "H", "H", "H", "H", "H", "O", "O"],
  "coordinates": [[1.884, -0.450, -0.022], [0.496, 0.099, -0.026], [-0.736, -0.773, 0.030], [1.713, -1.741, 0.046], [2.362, -0.037, 1.157], [2.645, 0.059, -0.908], [-0.839, -1.293, -1.034], [-0.894, -1.635, 0.773], [-1.539, 0.947, 0.254], [0.283, 1.321, -0.004], [-1.947, -0.014, -0.018]],
  "homo_energy_ev": -10.186,
  "gap_ev": 10.73
}

---

Decreasing stability: one, three, two

---

one | {
  "formula": "C3H6O2",
  "method": "ωB97M-V with the def2-TZVPD basis set",
  "elements": ["C", "O", "C", "C", "O", "H", "H", "H", "H", "H", "H"],
  "coordinates": [[-0.266, -0.811, -1.300], [0.467, 0.348, -0.983], [0.716, 0.446, 0.389], [-0.443, 0.784, 1.326], [-0.284, 0.687, 2.520], [0.307, -1.727, -1.086], [-1.204, -0.849, -0.727], [-0.497, -0.763, -2.366], [1.459, 1.237, 0.518], [1.167, -0.473, 0.793], [-1.422, 1.123, 0.916]],
  "homo_energy_ev": -9.785,
  "gap_ev": 10.73,
  "smiles": "COCC=O"
}

---

two | {
  "formula": "C3H6O2",
  "method": "ωB97M-V with the def2-TZVPD basis set",
  "elements": ["C", "C", "C", "O", "H", "H", "H", "H", "O", "H", "H"],
  "coordinates": [[-0.896, 0.654, 0.882], [0.050, -0.238, 0.658], [1.365, -0.810, 0.649], [0.176, -1.456, 0.087], [-0.664, 1.588, 1.380], [-1.919, 0.454, 0.584], [1.751, -1.287, 1.546], [2.100, -0.498, -0.090], [-0.656, 0.680, -2.272], [-0.908, -0.202, -1.973], [-0.399, 1.114, -1.450]],
  "homo_energy_ev": -9.782,
  "gap_ev": 10.66,
  "smiles": "C=C1CO1.O"
}

---

Decreasing stability: one, two

---

one | {
  "formula": "C3H6O2",
  "method": "ωB97M-V with the def2-TZVPD basis set",
  "elements": ["C", "C", "O", "H", "H", "H", "H", "C", "O", "H", "H"],
  "coordinates": [[-1.544, -0.148, 0.480], [-0.758, -1.239, 0.193], [0.568, -1.281, 0.842], [-2.585, -0.057, 0.009], [-1.338, 0.379, 1.446], [-1.217, -2.101, -0.308], [0.551, -1.848, 1.626], [1.508, 1.539, -1.063], [1.684, 2.760, -0.891], [2.171, 0.842, -0.424], [0.961, 1.154, -1.909]],
  "homo_energy_ev": -9.857,
  "gap_ev": 10.60,
  "smiles": "C=CO.C=O"
}

---

two | {
  "formula": "C3H6O2",
  "method": "ωB97M-V with the def2-TZVPD basis set",
  "elements": ["O", "C", "C", "C", "O", "H", "H", "H", "H", "H", "H"],
  "coordinates": [[1.082, -1.302, 1.170], [0.236, -0.176, 1.118], [-0.525, -0.195, -0.188], [-0.465, 0.882, -1.177], [0.345, -0.275, -1.318], [1.527, -1.328, 0.310], [-0.450, -0.252, 1.967], [0.805, 0.762, 1.223], [-1.362, -0.893, -0.232], [0.071, 1.805, -0.956], [-1.263, 0.971, -1.915]],
  "homo_energy_ev": -10.307,
  "gap_ev": 11.40,
  "smiles": "OC[C@H]1CO1"
}

---

Decreasing stability: two, one

---

one | {
  "formula": "C3H6O2",
  "method": "ωB97M-V with the def2-TZVPD basis set",
  "elements": ["C", "O", "C", "C", "O", "H", "H", "H", "H", "H", "H"],
  "coordinates": [[1.020, 0.125, 1.118], [0.856, 0.770, -0.006], [-0.074, 0.441, -0.903], [-1.451, 0.160, -0.524], [-2.350, 0.028, -1.331], [0.166, -0.266, 1.664], [0.944, -1.372, 0.166], [1.906, 0.439, 1.659], [0.516, -1.300, -0.542], [0.114, 0.894, -1.871], [-1.647, 0.081, 0.569]],
  "homo_energy_ev": [-8.792, -8.793],
  "gap_ev": [8.37, 8.37]
}

---

two | {
  "formula": "C3H6O2",
  "method": "ωB97M-V with the def2-TZVPD basis set",
  "elements": ["O", "C", "C", "C", "O", "H", "H", "H", "H", "H", "H"],
  "coordinates": [[-1.780, 0.147, 0.673], [-0.645, -0.343, -0.581], [0.462, -1.035, -0.051], [0.551, 0.410, -0.473], [0.578, 1.447, 0.471], [-1.324, 0.982, 0.920], [-1.821, -0.224, -0.796], [0.428, -1.273, 1.006], [0.946, -1.785, -0.667], [1.071, 0.638, -1.403], [1.328, 1.282, 1.065]],
  "homo_energy_ev": -9.472,
  "gap_ev": 10.16,
  "smiles": "O[C@@H]1C[C@@H]1O"
}

---

Decreasing stability: two, one